(1)
{
  "formula": "C7H10NS",
  "method": "wB97M-V/def2-TZVPD",
  "elements": ["H", "C", "H", "C", "C", "C", "N", "H", "H", "H", "H", "H", "H", "H", "C", "C", "C", "H", "S"],
  "coordinates": [[0.2991, 1.6273, -1.4450], [0.5414, 1.4346, -0.3076], [-2.5728, -1.8917, 1.8249], [-0.9885, -0.1570, 1.4902], [-0.7127, -0.9471, -0.9222], [-1.7304, -0.2681, -1.8163], [2.0816, 1.3553, -0.3608], [2.6558, 2.0751, -0.8659], [-0.5305, -2.1081, -1.0058], [-1.4084, 0.7644, 2.0762], [-2.1803, -0.8707, -2.7201], [0.0772, 2.3935, 0.2116], [-2.1032, 0.8258, -1.5743], [4.0274, 0.2647, 0.2537], [-1.4476, -1.5740, 1.7843], [0.1000, -0.0508, 0.2253], [2.8611, 0.3736, 0.2239], [-0.6122, -2.4104, 1.9127], [1.6429, -0.8364, 1.0152]],
  "lumo_ev": -4.97,
  "spin_multiplicity": 1,
  "charge": 1,
  "total_energy_ha": -725.13782
}


(2)
{
  "formula": "CBrClF2O",
  "method": "wB97M-V/def2-TZVPD",
  "elements": ["Cl", "Br", "C", "F", "O", "F"],
  "coordinates": [[-1.6828, 1.6984, 0.0902], [1.5940, -0.2119, -0.2903], [1.2301, 0.5480, 1.4908], [0.6921, -0.4224, 2.1725], [1.5209, 1.6256, 1.8419], [-1.3505, 0.0412, 0.0072]],
  "lumo_ev": [0.41, -4.34],
  "spin_multiplicity": 3,
  "charge": 0,
  "total_energy_ha": -3347.09355
}


(3)
{
  "formula": "C41H56BiN7O7PSSeSi",
  "method": "wB97M-V/def2-TZVPD",
  "elements": ["H", "O", "H", "H", "C", "N", "C", "H", "C", "C", "H", "N", "N", "H", "C", "C", "H", "H", "H", "H", "H", "H", "H", "H", "C", "C", "C", "H", "N", "C", "C", "O", "H", "H", "H", "H", "H", "H", "C", "O", "C", "C", "H", "C", "H", "N", "H", "C", "S", "H", "H", "H", "C", "Si", "C", "C", "H", "H", "N", "H", "C", "C", "C", "C", "C", "H", "H", "C", "H", "H", "H", "H", "H", "H", "Se", "H", "C", "O", "H", "Bi", "C", "H", "C", "H", "H", "C", "H", "C", "C", "C", "C", "H", "H", "P", "O", "H", "H", "O", "H", "C", "C", "H", "C", "C", "H", "O", "H", "C", "H", "C", "C", "N", "H", "H", "C", "H"],
  "coordinates": [[3.7231, -4.9985, -0.5035], [-0.6078, -1.3006, 0.2305], [-2.2371, -3.2007, -1.0323], [2.4499, -0.6015, 6.7178], [4.2490, 2.2807, -5.3302], [2.3346, 3.5383, -4.4612], [4.0835, -0.3606, -1.9396], [-5.0640, -0.7363, -1.7894], [5.3610, 4.7256, -0.4985], [-3.6034, 0.8299, -1.5624], [0.6693, -2.9275, 1.6830], [6.1512, 1.0165, -6.2236], [2.1651, -2.3293, 0.3711], [-0.2035, -1.9783, 5.0896], [3.2695, 1.6525, -3.2006], [-4.4160, -5.0916, 1.1859], [5.8134, -0.4359, -4.0137], [-4.4178, 1.8922, 1.8141], [2.6179, 5.4849, -1.1021], [-3.9620, -5.1307, -0.9359], [3.6010, 0.1414, 5.6073], [-1.5175, -3.2438, 1.6427], [7.4354, 4.3759, -0.1673], [5.4815, 5.7207, -0.8967], [-4.0097, -0.4816, -3.6562], [0.5230, 1.2671, 4.8011], [3.0296, -4.3115, -0.0571], [-5.7810, 1.0637, 2.5416], [2.8455, 4.6052, -0.6672], [-1.9980, 0.6202, 2.2111], [-4.6388, 0.0743, -2.3834], [1.5470, 3.6846, -3.5524], [3.7736, -2.4964, -0.9075], [-4.8676, -1.0950, 2.1774], [-5.3700, -5.0921, 1.7161], [-0.8952, -1.2109, -2.2810], [3.2838, -1.5886, 5.5105], [7.1265, 2.1175, 0.7578], [-2.8210, -0.5736, 1.7108], [6.9739, 0.1627, -6.0217], [4.1669, 0.6013, -3.0900], [1.4755, -3.2367, 1.0524], [-1.7506, -4.6510, 0.6469], [1.9669, 3.6182, -0.3680], [-4.0546, 1.2738, -0.6778], [-0.2901, 2.7270, -0.7421], [-4.8647, -2.5299, 0.3503], [1.9837, -4.5117, 0.8219], [-1.7326, 4.8238, -0.9860], [-1.6055, 0.7508, -0.8378], [-4.2478, 0.1308, 4.2915], [-5.4650, 0.7434, -2.6287], [-0.0783, 5.0285, -0.6556], [1.4738, -0.2976, 4.4584], [-1.7483, -0.5700, -2.5153], [2.8264, -0.6187, 5.6965], [-4.0760, -6.1275, 1.1603], [0.3436, 6.0088, -0.5351], [3.1091, -3.0026, -0.3003], [2.5349, 1.8426, -2.4298], [5.1407, 1.2364, -5.1720], [-4.6997, 1.0170, 2.4077], [-2.7810, -1.3310, -3.3470], [-2.7617, -2.8894, -0.1203], [4.1089, 4.1365, -0.3683], [4.9020, 1.1047, 0.9544], [0.1302, 1.2701, 5.8175], [-3.9923, 1.0474, 3.7553], [-0.3048, -1.6567, 3.3599], [-3.0936, -2.2393, -2.8238], [-3.2520, 1.6691, -2.1747], [1.1827, 2.1256, 4.6877], [-2.0481, 1.4264, 1.4787], [0.9949, -2.6715, 4.0002], [2.7811, 0.0929, 2.5678], [-2.1540, 2.1815, 3.6679], [0.5323, 3.8102, -0.5714], [4.5850, -1.4661, -2.0520], [4.2758, 2.9162, -6.2030], [1.6334, 0.0566, 0.3011], [-2.4715, 1.1414, 3.5744], [-5.6308, -4.7502, -0.5785], [-2.3410, 0.0262, -1.2227], [-2.3111, -1.6579, -4.2766], [-3.7144, 0.3522, -4.2992], [-3.4052, -4.2387, 1.9557], [-4.3492, 1.8742, 4.3687], [-4.3430, -0.2771, 1.6799], [0.3853, -1.7898, 4.1912], [6.4378, 3.9686, -0.0889], [-1.5012, 3.1321, -0.9843], [-1.3637, 0.2632, -3.1129], [1.6438, -5.4405, 1.2343], [-2.1176, -1.1935, 0.1432], [2.3662, 4.1973, -5.4655], [-2.6499, -1.4062, 2.4007], [-2.3244, 2.4712, -1.1841], [6.0694, 1.6994, -7.2110], [-4.7269, -0.2579, 0.6657], [-4.2650, -3.0938, -0.3593], [5.0139, 2.1018, 0.5513], [-0.3133, 1.3834, 4.1128], [-2.2628, -3.7773, 1.0557], [-4.6068, -4.5781, -0.2474], [-0.9448, 0.3323, 2.2720], [3.4755, 0.0845, -0.8964], [-4.7409, -1.0664, -4.2162], [3.9152, 2.8467, 0.1255], [-4.5312, -2.7418, -1.3552], [6.2602, 2.6763, 0.4348], [3.3205, 2.4567, -4.3226], [2.5525, 2.5504, 0.1197], [-3.0019, -4.8066, 2.7967], [-3.9069, -3.3671, 2.3873], [5.1115, 0.3817, -4.0879], [-1.9734, 0.5942, 4.3766]],
  "lumo_ev": -2.83,
  "spin_multiplicity": 1,
  "charge": 1,
  "total_energy_ha": -6150.81687
}